(1)
11
Properties=species:S:1:pos:R:3:forces:R:3:lowdin_charge:R:1 method="wB97M-V/def2-TZVPD" total_energy_ev=-10144.96374 de_lowest_kj_mol=209.5 lumo_ha=0.0149 homo_ev=-9.40 orbital_gap_ha=0.3604 max_force_ev_per_a=2.1 smiles=Nc1n[nH]c(O)n1
C -1.191077 -0.089552 -0.165317 0.480 0.536 -0.303 -0.57
H -2.009433 1.417718 -0.696632 -0.480 -0.087 0.092 0.12
H -2.019503 -1.659306 0.705446 2.019 -0.573 0.003 0.15
N 2.155589 0.480614 -0.072515 -0.265 -0.628 0.045 0.12
H 2.997447 0.199355 0.407314 -0.444 -0.432 0.038 0.09
N -0.085080 0.526759 -0.492266 -0.136 1.122 0.124 0.11
N -1.106367 -1.294650 0.339525 1.627 0.800 -0.391 0.14
C 0.943576 -0.211244 -0.030691 -0.909 -0.183 0.051 -0.52
H 2.011481 1.489763 -0.078073 -0.085 -0.653 -0.160 0.10
N 0.638221 -1.436856 0.408943 -1.688 0.201 0.726 0.17
O -2.334850 0.577403 -0.325732 -0.119 -0.106 -0.226 0.10


(2)
100
Properties=species:S:1:pos:R:3:forces:R:3:lowdin_charge:R:1 method="wB97M-V/def2-TZVPD" total_energy_ev=-172502.69946 de_lowest_kj_mol=149.7 lumo_ha="0.1584 / 0.1583" homo_ev="-1.71 / -1.65" orbital_gap_ha="0.2213 / 0.2190" spin_multiplicity=2 charge=-2 max_force_ev_per_a=1.1
C 0.768725 3.917045 -1.143271 0.047 -0.031 -0.024 -0.31
H 1.541051 -3.231608 -3.006199 -0.011 0.037 0.032 0.08
C 0.513574 2.436482 5.670425 0.005 -0.006 -0.003 -0.09
H -2.274970 -3.402148 5.547666 0.006 0.005 0.005 0.09
H 2.212424 -0.924290 -3.032675 0.016 0.125 0.004 -0.01
C -0.695726 2.873783 6.193789 0.000 -0.001 -0.006 -0.12
H 1.357601 -2.001739 2.526153 -0.006 -0.001 0.043 0.04
C 0.929750 2.541793 -4.087421 -0.013 -0.189 -0.241 -0.15
N -0.912263 4.492036 1.242844 0.017 0.024 0.013 -0.14
C 0.195816 -3.757850 -0.401420 0.090 0.040 0.291 -0.47
Ru 0.994904 0.297837 -0.277964 0.585 0.470 0.833 0.28
S 2.923079 1.682536 -0.015289 -0.014 -0.150 -0.042 0.48
H -0.715404 3.590506 7.006663 0.003 -0.008 0.003 0.09
C -0.546892 0.031461 2.909143 -0.111 -0.077 0.058 -0.31
H 0.856239 -8.472504 -1.363451 0.001 0.004 0.003 0.07
H -2.337338 -1.164350 4.530712 0.011 -0.012 0.019 0.10
H -2.451511 2.067955 -0.597728 0.008 0.020 -0.002 0.08
H -2.833152 3.684153 1.117524 0.003 -0.011 0.001 0.13
H 1.484064 1.219040 4.205289 -0.006 0.012 0.002 0.12
N -2.204347 4.153774 -0.819383 0.034 0.019 0.000 -0.15
H 1.426234 -4.186134 3.542910 0.000 0.005 0.000 0.11
H 4.582187 2.670412 -5.282030 -0.002 0.001 0.001 0.09
C 3.125813 1.626115 -4.099175 0.050 0.070 0.146 -0.11
C -0.648801 1.040614 4.068946 0.012 0.054 0.014 -0.13
H 1.345720 -0.240481 2.312907 -0.044 0.023 0.068 0.01
C -2.673589 -0.771866 -5.077781 0.027 0.001 0.009 -0.12
H 2.156572 -8.192133 -0.209829 -0.004 0.005 -0.002 0.07
H -1.788862 2.584416 -2.150670 0.012 0.009 -0.005 0.07
H -0.526323 6.440800 0.638249 -0.008 0.002 -0.006 0.12
C -1.771271 2.773297 -1.074498 0.030 -0.006 0.002 -0.29
C -1.857537 1.482812 4.601236 0.005 -0.004 -0.006 -0.03
H -1.245020 4.864304 -2.532454 -0.001 -0.011 -0.003 0.12
C -1.795922 0.142988 1.940360 0.187 0.031 0.019 -0.64
C -2.786789 -0.371688 -3.753267 0.022 -0.001 0.004 -0.09
H -1.760387 6.106247 -1.370484 -0.004 0.006 -0.003 0.12
H 1.764481 4.010570 -0.704086 -0.011 -0.014 0.007 0.05
C 1.256218 -4.273117 -1.160321 0.068 0.018 -0.127 -0.28
C 1.531845 -5.638799 -1.137765 0.010 0.038 -0.007 -0.04
C -1.496966 -1.816574 4.344417 0.025 0.022 -0.002 -0.02
C -1.411258 -0.965259 -5.626847 -0.014 0.004 0.014 -0.12
H 0.681717 3.212404 1.764837 0.003 0.006 -0.023 0.09
C 1.337551 3.560523 -4.938083 0.011 -0.021 -0.010 -0.11
O 0.614870 0.380266 2.168515 0.138 -0.104 0.045 -0.15
H 0.915894 5.452045 0.960226 -0.001 -0.002 0.006 0.12
H -1.309998 -1.288881 -6.657362 -0.003 -0.002 0.002 0.09
C 2.658035 3.618861 -5.366776 -0.005 -0.018 0.024 -0.12
H 1.448900 2.806916 6.073827 -0.007 -0.002 -0.004 0.09
C -0.083907 5.445933 0.521047 0.007 -0.019 -0.026 -0.21
C -0.404611 -3.942942 4.639151 0.017 -0.007 0.012 -0.12
H 3.032685 -3.874323 -2.298820 -0.011 0.000 -0.014 0.08
C 1.096008 -8.010687 -0.400974 -0.002 -0.012 0.011 -0.08
H 3.836473 0.869102 -3.783095 -0.008 0.007 0.007 0.09
H 2.984585 4.413982 -6.027340 0.000 -0.003 -0.003 0.09
P -0.072921 2.425714 -0.413296 -0.170 -0.261 -0.129 0.92
Se -0.376272 -1.925567 -0.219071 -0.294 -0.042 -0.457 0.81
H -0.924688 2.497972 1.864877 0.058 0.074 -0.057 0.07
C -0.288887 -6.023839 0.323821 0.050 -0.043 -0.072 -0.04
C -1.461659 -3.082354 4.906099 -0.018 -0.001 -0.009 -0.09
C 1.811831 1.556042 -3.632437 -0.025 0.035 -0.016 -0.31
H 0.523264 -8.533503 0.367359 0.002 0.004 -0.003 0.06
C 2.074984 -3.403363 -2.066075 -0.043 -0.072 0.022 -0.10
C -0.294991 3.160351 1.277518 -0.023 0.001 0.009 -0.28
H -0.379847 -4.935616 5.073527 -0.007 -0.001 -0.010 0.09
C -0.477950 -1.379539 3.496045 0.056 -0.039 0.076 -0.12
C 3.795185 0.394210 0.765267 -0.325 -0.088 -0.149 -1.78
C -2.230071 4.442263 0.615266 0.022 0.018 -0.020 -0.19
S 2.816671 -1.034216 0.593291 0.217 -0.033 -0.141 0.49
H 0.624507 4.306703 -5.271725 -0.001 0.004 0.003 0.09
C -0.596100 -4.666565 0.335576 -0.008 -0.028 0.071 -0.31
O -2.901935 -0.112122 2.428537 -0.048 -0.053 0.021 0.00
H -3.765141 -0.241030 -3.304498 0.002 0.006 -0.007 0.10
C 0.534799 1.533005 4.619081 -0.012 -0.009 0.008 -0.02
S 5.265274 0.515292 1.497015 -0.030 0.013 -0.001 0.41
H -2.830680 2.730759 6.041578 0.004 0.003 -0.002 0.09
Si 1.225332 0.085520 -2.538524 -0.287 0.050 -0.424 0.49
H -0.907943 -6.697227 0.910876 0.002 -0.007 -0.002 0.10
O -1.533231 0.525804 0.776973 -0.213 -0.007 -0.175 -0.20
H 0.908833 3.783948 -2.214723 -0.003 0.046 0.137 0.06
H 2.369587 -6.001437 -1.729067 -0.005 0.000 0.010 0.11
C -1.784096 -4.220209 1.144739 -0.009 0.025 -0.006 -0.11
H -2.701853 5.421074 0.750160 -0.009 -0.001 0.001 0.12
C -0.368167 -0.330018 -3.521725 0.025 -0.012 0.040 -0.32
C 0.608314 -3.522107 3.794539 0.000 0.000 0.000 -0.08
C -1.646048 -0.163418 -2.985602 0.007 -0.048 0.036 -0.15
C -0.279353 -0.740712 -4.854023 0.010 0.025 -0.015 -0.12
H -3.561999 -0.943585 -5.675478 0.000 -0.003 -0.001 0.08
C 0.779920 -6.537710 -0.399051 -0.070 0.046 0.050 -0.30
C 3.550981 2.641958 -4.947522 -0.013 0.029 0.001 -0.11
C -1.877188 2.392054 5.652136 -0.003 -0.005 -0.002 -0.09
N 0.030826 5.169316 -0.908191 -0.009 0.015 0.046 -0.15
C -1.315565 5.110803 -1.470202 0.016 -0.005 0.006 -0.21
H -0.117233 2.486429 -3.798739 0.027 0.013 0.001 0.09
C 0.571636 -2.253696 3.226718 -0.069 0.008 -0.044 -0.04
H -1.494460 -3.526354 1.935745 -0.004 -0.002 -0.024 0.04
H -2.506476 -3.683134 0.525919 0.008 -0.017 -0.001 0.07
H 0.701775 -0.883723 -5.299484 -0.010 0.013 0.005 0.10
H -2.778630 1.118057 4.166954 0.004 0.010 0.009 0.10
H 2.267266 -2.430061 -1.631368 0.032 -0.008 0.091 -0.04
H -1.752703 0.094909 -1.936341 0.006 -0.002 -0.022 0.05
H -2.275071 -5.084714 1.597150 -0.002 0.000 0.011 0.07


(3)
21
Properties=species:S:1:pos:R:3:forces:R:3:lowdin_charge:R:1 method="wB97M-V/def2-TZVPD" total_energy_ev=-14770.96237 de_lowest_kj_mol=328.5 lumo_ha=-0.1114 homo_ev=-14.82 orbital_gap_ha=0.4332 charge=+1 max_force_ev_per_a=4.6 smiles=C[N@@H+]1CCC[C@H]1[SiH3]
H -0.567022 1.478649 0.245212 -0.286 -0.201 0.777 0.10
H -1.228860 2.104083 -2.280414 -0.759 -0.450 -0.285 -0.04
C 1.072084 -1.096750 0.694572 0.182 -1.456 -0.099 -0.11
H -0.753367 -0.235264 2.265466 -0.645 -0.378 -1.482 0.14
H -0.572441 -1.284954 -0.490296 -1.220 -2.043 -1.886 0.11
H -2.786096 0.160087 -1.753001 -2.536 -0.343 1.203 -0.12
H -2.248969 -0.173557 1.158242 1.118 0.405 -0.419 0.12
C -1.253390 -0.642219 1.325851 -1.973 -1.726 2.623 -0.03
H 0.846780 -1.780022 1.536448 0.755 0.836 -0.018 0.14
H 2.874867 0.189862 0.890858 -1.294 -0.537 -0.521 0.15
H 1.436692 2.033428 -0.488959 0.745 -0.732 -0.823 0.14
H -1.148668 -0.351717 -3.026685 0.369 0.885 0.864 -0.04
C -0.207677 0.690217 -0.395090 -0.894 -0.424 -2.602 -0.40
N -0.337178 -0.679847 0.215417 2.312 2.194 1.459 -0.17
H -1.600275 -1.689346 1.531534 0.715 0.685 0.133 0.13
Si -1.535316 0.678946 -1.925730 4.319 1.035 -1.369 0.76
H 1.747780 -1.653912 -0.002276 -1.643 -0.157 -0.225 0.16
H 1.725471 0.289085 -1.352240 0.210 1.080 -0.644 0.12
C 1.747202 0.203021 0.756479 2.168 3.273 2.135 -0.20
H 1.474031 0.819536 1.674912 -0.166 -0.589 -1.149 0.14
C 1.314353 0.940674 -0.580298 -1.478 -1.357 2.329 -0.11


(4)
28
Properties=species:S:1:pos:R:3:forces:R:3:lowdin_charge:R:1 method="wB97M-V/def2-TZVPD" total_energy_ev=-20701.81086 de_lowest_kj_mol=282.4 lumo_ha=0.0186 homo_ev=-9.67 orbital_gap_ha=0.3740 max_force_ev_per_a=6.1 smiles="C[C@@H](O)[C@H](NC(=O)[C@@H](N)CO)C(=O)O"
H -1.469633 2.034210 0.904209 -1.170 -1.204 -2.050 0.18
N 1.042238 0.461129 -0.772084 2.774 0.769 0.535 0.12
O -0.597642 -2.182007 -0.642428 1.314 -2.347 -0.320 0.01
H 1.368408 -2.127017 -0.430253 1.869 -0.459 -1.391 0.12
C -1.370938 1.062523 -1.271431 0.215 3.395 -0.039 -0.29
H -0.112805 0.122365 0.859269 -0.869 0.093 1.154 0.11
C -1.991269 1.230479 0.184778 -1.054 5.582 -2.233 -0.13
H -1.098587 -1.430513 -0.696613 -2.620 2.966 -1.216 -0.02
H -3.830125 2.274721 -0.119598 0.255 2.085 -0.153 0.05
H 2.087402 0.785419 -0.721543 -2.567 -0.518 -0.499 0.18
H -2.785792 -0.303047 -1.843929 -0.498 0.386 0.450 0.10
N -1.789557 -0.177043 -1.812500 -0.049 -0.818 -0.307 0.06
H -1.961319 0.398879 0.736095 0.023 -3.571 1.706 0.05
H 1.503245 -2.983671 1.591182 -0.680 0.469 0.648 0.09
C 0.159409 1.381841 -1.274898 0.410 2.664 -0.238 -0.39
C 0.761887 -0.313435 0.468896 -0.354 -1.251 -2.554 -0.12
C 0.512633 -1.870060 0.091571 -0.360 -0.240 2.807 -0.36
C 0.438944 -2.788454 1.310763 3.793 -2.630 -2.024 -0.03
H -1.505571 -0.294550 -2.769488 0.485 -0.066 -0.238 0.11
O 1.707472 -0.417159 2.664082 -2.890 -0.486 -0.963 0.15
H 0.124478 -3.862060 1.129574 -0.140 1.488 -0.589 0.11
O 0.486025 2.537749 -1.690521 -0.514 -3.771 0.986 0.01
O -3.450114 1.434002 -0.017725 1.783 -2.845 0.785 -0.06
O 3.046291 0.198333 1.048683 -0.494 0.237 -0.675 0.12
H -1.633290 1.972631 -1.973027 -0.264 -1.412 1.743 0.17
C 1.930106 -0.127362 1.382531 1.268 -0.365 0.501 -0.47
H 2.478765 -0.165653 3.107876 2.152 0.473 1.350 0.10
H -0.114848 -2.430860 2.068354 -1.819 1.376 2.823 0.03